A structure of composition C10H21Cl2OOsP, computed with the ωB97M-V functional and the def2-TZVPD basis.

Atoms and positions in Å:
Os  -0.00536  0.17253  -1.34730
Cl  2.10956  1.04207  -0.89720
Cl  -2.20149  -0.41810  -1.75371
C  0.05093  1.31571  -2.74553
H  -0.73878  1.38305  -3.49697
H  0.91362  1.94628  -3.05883
C  0.27801  -2.26622  0.53740
C  0.61195  -1.91171  -0.71372
H  -0.69625  -1.95866  0.93745
C  2.00871  -2.12767  -1.32074
H  -0.20804  -1.93018  -1.50211
C  2.75663  -3.27004  -0.63536
H  1.88182  -2.29496  -2.39695
H  2.58552  -1.18201  -1.23202
C  2.62749  -3.21423  0.87774
H  2.36157  -4.19572  -1.05098
H  3.80397  -3.20209  -0.93114
C  1.14730  -3.11827  1.37355
H  3.14679  -4.08626  1.30897
H  3.14041  -2.32013  1.27097
H  0.72922  -4.12490  1.46268
H  1.22087  -2.74679  2.39437
C  -1.04480  3.22293  2.07855
P  -1.54538  2.07449  0.78262
C  -3.03215  1.35469  1.47353
C  -1.91369  3.06145  -0.66524
O  -0.50438  0.97833  0.51114
H  -0.12216  3.75162  1.81286
H  -0.90510  2.68435  3.02564
H  -1.85530  3.95579  2.20507
H  -3.80800  2.13132  1.48252
H  -3.34773  0.49737  0.87085
H  -2.81280  1.04141  2.50438
H  -1.05349  3.70872  -0.88165
H  -2.10575  2.40803  -1.52286
H  -2.79779  3.68207  -0.46547

The energy relative to the best compared isomer or geometry (same formula, charge and spin) comes out at 0.0 kcal/mol. The total energy is -1821.1681 Eh. As for the total charge: 0. Its multiplicity is 5. For the molar mass, the calculation gives 449.39 Da. The calculation puts the HOMO energy (spin up / spin down) at -5.1 / -8.0 eV.

Results of the natural (NBO) charge analysis, in e, for atoms 1 through 2:
1 Os 1.1912
2 Cl -0.4146